Entry from the Open Molecules 2025 dataset: 6 unconnected molecules or ions with the total composition H11O5S (ωB97M-V/def2-TZVPD).

Each line ends with the Löwdin charge.
Element x y z (Å)
O1 3.204 -0.986 -0.892  -0.15
O2 -0.035 1.115 -1.593  -0.14
H1 -1.987 -0.221 2.466  0.02
S1 -0.113 -1.579 0.255  0.08
H2 1.627 1.755 -1.355  -0.08
H3 -1.252 0.754 3.210  0.04
H4 -3.708 -0.126 0.991  0.00
H5 -0.425 0.367 -1.026  -0.05
O3 -2.176 0.643 2.917  -0.10
H6 0.099 -1.736 1.541  -0.41
H7 -2.549 -0.640 0.280  -0.06
O4 -3.546 -0.664 0.203  -0.13
H8 2.269 -1.258 -0.670  -0.05
O5 2.435 1.988 -0.977  -0.07
H9 3.317 -1.328 -1.846  0.07
H10 2.780 1.089 -0.993  -0.01
H11 0.060 0.828 -2.512  0.04

The calculation puts the HOMO energy at -4.2 eV. The gap between HOMO and LUMO is 0.2849 Eh. For the energy relative to the best compared isomer or geometry (same formula, charge and spin), the calculation gives 28.9 kcal/mol. Its total charge is -1. Its total energy is -781.041431 hartree. The strongest force on any atom is 3.120 eV Å⁻¹.